Entry 1:
C11H17N4 | ωB97M-V/def2-TZVPD

Output
- Orbital gap: 0.3557 Eh
- Net charge: +1
- Relative energy (zero: lowest compared OMol25 entry of this formula, charge and spin): 3.5576 eV

Cartesian coordinates (Å):
H -3.25860 -0.97797 -0.27478
H 2.13263 -2.30879 1.25576
C -0.72795 1.10907 0.58647
C -0.31802 -0.23187 0.02496
H -2.43132 0.55157 -1.05586
C -2.81884 0.06871 -0.10048
H -2.01456 -1.78842 1.79749
H 2.48560 3.01551 0.91023
N 3.21473 2.87050 -0.95918
H 0.56337 -0.50210 -2.04784
H 3.75089 0.01300 -2.53089
H -0.91881 1.84652 -0.11667
N 2.38949 1.06591 0.28571
H 0.25967 -1.10997 1.80713
C 3.56608 2.00789 -1.88201
C 3.36667 0.68303 -1.84529
N 0.61029 -0.97027 0.87197
H -0.18754 1.53586 1.39540
H 3.16895 -1.84108 -0.80728
C 1.73780 -1.52885 0.54128
C 2.72336 2.38349 0.13928
H -0.44065 -1.89478 -1.48794
H 4.12461 2.44870 -2.62028
C -1.68579 -0.04612 0.70616
C -1.98671 -0.72757 2.09412
C -0.28605 -0.77802 -1.46826
N 2.45137 -1.18109 -0.47650
H -1.18403 -0.66092 2.83204
H -3.49140 0.81977 0.39254
C 2.70751 0.25438 -0.65996
H -1.21559 -0.48859 -2.01741
H -2.87092 -0.27065 2.51731

Entry 2:
C3H9OS | ωB97M-V/def2-TZVPD

Output
- Orbital gap: 0.2662 Eh
- Net charge: -1
- Relative energy (zero: lowest compared OMol25 entry of this formula, charge and spin): 1.1817 eV

Cartesian coordinates (Å):
H -0.27864 -0.99430 0.94403
H -0.35625 1.80587 -0.17112
C 1.22411 1.28906 1.14359
H 1.49489 0.45960 1.80116
C -0.21957 1.12777 0.67483
O 0.35032 -0.52950 -0.98399
H -0.74270 -3.52096 -2.38216
H -1.53415 -0.34594 -0.14911
H 1.90760 1.37073 0.30991
H 1.32368 2.18741 1.77770
H -0.50551 -1.55714 -1.83194
C -0.44584 -0.28511 0.08925
H -0.91362 1.34760 1.49404
S -1.30434 -2.35510 -2.71621

Entry 3:
C25H32MgN9O2S | ωB97M-V/def2-TZVPD

Output
- Orbital gap: 0.2832 Eh
- Net charge: +1

Cartesian coordinates (Å):
H 0.36008 -0.31403 6.21419
C -0.78281 2.80000 0.42975
C -5.24150 -2.90075 -3.61379
H -1.60770 4.75333 0.15728
H 1.54894 3.11557 -2.96585
N 0.21302 0.11604 0.21521
H 0.02837 4.15131 -1.65282
C -2.11066 0.91874 1.58904
C -4.32039 -1.84015 -1.65145
C 3.75650 1.48465 -1.66258
H -3.11289 1.24818 1.36533
C -1.01235 1.63670 1.32047
O -1.91022 -1.71539 -0.09733
H 4.19908 -1.22980 -0.59545
H -4.43534 -1.45109 -0.64845
H -2.81218 -0.88729 2.58100
Mg 1.83200 1.09924 0.37907
H 4.00034 1.91423 1.59411
H -3.86732 -3.15803 -5.24158
H 0.76462 -3.81688 0.86242
H 2.11929 -3.49655 1.95392
H -6.25904 -3.58195 -5.25231
N 0.42015 2.85366 -0.02616
N 1.57144 -0.10215 3.07368
N 2.44029 -0.97284 0.48822
C -3.08347 -1.73364 -2.27571
H -1.31880 -2.53847 1.62972
C 1.52089 -1.81298 0.78901
O -2.48183 0.54243 -1.36884
H 2.46552 -0.07624 4.88656
S -1.78731 -0.73767 -1.50317
C 0.85053 3.79181 -1.02857
H 1.78021 1.11628 -2.07164
N -0.82991 -0.40232 3.11951
H 5.56477 -0.00305 1.07425
H -2.79221 3.51032 0.61335
H 2.41076 -3.66714 0.22252
C 1.70827 -3.28482 0.96259
H 4.18740 -2.13021 0.92292
C 1.93312 3.14060 -1.94498
N 3.88787 1.29348 0.79952
H -6.34375 -2.51942 -1.80838
C -1.24404 -1.56279 1.13661
C -2.92742 -2.20968 -3.56615
H 5.55183 1.71371 -0.47647
N -6.29834 -3.51475 -4.25030
C 4.47685 -0.00792 1.19604
C -1.89722 3.71010 0.03112
C 0.22676 -1.07132 1.03797
C -1.89588 -0.48950 2.14819
C -0.84097 -0.43711 4.45587
C 1.51339 -0.14816 4.36722
H -1.79848 -0.60101 4.93373
H 4.20038 1.96819 -2.53870
H -1.96501 -2.12492 -4.05820
N 0.23165 0.97935 1.45154
N 2.32316 1.77727 -1.52437
C 0.32832 -0.30516 5.13780
H 1.28894 4.65961 -0.52548
H 2.82402 3.76894 -1.94933
C 3.85823 -1.20372 0.44250
H -2.13239 3.53364 -1.02031
C 4.48320 1.93516 -0.38906
H -7.21739 -3.35896 -3.87576
C 0.35203 -0.18068 2.34930
C -3.99360 -2.78909 -4.23123
H 4.23567 -0.15353 2.24817
H 3.87963 0.40984 -1.77923
C -5.38361 -2.42727 -2.30160
H 4.36646 3.01610 -0.28446

Entry 4:
H34O17 | ωB97M-V/def2-TZVPD

Output
- Orbital gap (spin up / spin down): 0.3457 / 0.0784 Eh
- Net charge: +1
- Expectation value of S²: 0.757
- Multiplicity: 2
- Relative energy (zero: lowest compared OMol25 entry of this formula, charge and spin): 1.0952 eV

Cartesian coordinates (Å):
H 1.10915 2.61720 0.10920
H -0.95275 4.32023 0.78402
O 4.16637 1.18432 -0.51964
H -3.15923 1.35252 2.99309
H -0.76282 3.25124 -0.15338
H -2.07207 -1.97527 -0.81473
H 3.63089 -3.21289 1.82525
H -1.65660 0.73056 -4.49390
O -0.34564 3.57800 0.67286
H -3.58205 2.70772 2.60631
H -5.40014 0.44389 -0.14563
H 2.68700 -4.05362 -1.70444
H 3.83454 0.31759 -0.25472
O 4.49188 -1.97857 0.10106
H -0.48479 2.14615 2.25941
H 3.36875 -1.76037 2.23369
H -1.13824 -1.13067 1.33715
H -5.02448 -0.22295 -1.83035
H -1.75892 -2.91465 3.12202
O -1.90827 0.18073 -3.72023
O -5.03296 0.68732 -2.17431
H 4.42810 1.07275 -4.09412
H 4.91417 -1.26843 0.59757
H -3.32087 -1.55086 -1.27495
O 2.08151 2.49287 0.12724
H 1.65906 -0.61730 1.14318
O -2.97674 -2.05918 -0.50001
H 3.61978 1.77428 -0.01790
H -1.73409 0.41528 1.21754
O -0.85174 1.78603 -1.11157
O -0.24875 1.32888 2.70518
H -0.64794 0.95382 -0.64009
H -0.34181 -2.58471 3.61766
O -5.86298 -0.36525 0.11667
H -4.52330 0.73353 -2.98164
H 2.29904 3.40812 0.37264
H 2.03242 0.84765 1.53255
H 5.00994 0.42267 -2.94451
H -0.10569 0.70073 1.98130
O -3.85840 1.78233 2.47740
O -1.10258 -0.26992 0.90998
O 4.81948 0.20809 -3.86147
H -5.07458 -0.97637 0.27454
O -0.82413 -2.91366 2.85922
O 1.87640 -4.20414 -1.20607
O 2.39517 -0.00824 1.22107
H -0.72741 1.41437 -1.99037
O 3.68098 -2.59861 2.61068
H 3.54549 -2.05230 0.20189
H -1.49335 -0.70670 -4.02354
H 1.32321 -3.43421 -1.55278

Entry 5:
C7H15NOSi | ωB97M-V/def2-TZVPD

Output
- Orbital gap: 0.3564 Eh
- Relative energy (zero: lowest compared OMol25 entry of this formula, charge and spin): 2.2917 eV

Cartesian coordinates (Å):
H 2.44342 2.19252 0.60352
H 1.88719 -1.24219 -1.29402
H -0.45265 -1.46825 1.57743
H -0.33228 -1.11777 -1.54746
H 1.43902 -1.78446 0.31448
H -0.32195 0.04371 2.42550
H -1.90776 2.60721 0.86453
C -1.67777 -2.26469 -0.58779
C -0.86778 -0.50599 1.60305
C -0.92840 0.06392 0.25352
H 3.48411 0.95305 -0.53168
N 1.54051 0.41459 -0.03687
H -1.68728 -2.89858 -1.43250
C -1.01945 -1.05864 -0.71173
Si -2.13585 1.65093 -0.07869
H 2.32279 1.96319 -1.25812
H -2.06350 2.29501 -1.39110
O 0.09178 2.07379 -0.47340
C 2.54282 1.44848 -0.30826
H -3.46393 0.97804 0.23127
H -2.48112 -2.49950 0.12872
H 3.05927 -0.95882 -0.06512
H -1.76035 -0.79190 2.08767
C 1.99213 -0.98821 -0.23232
C 0.29702 0.89455 -0.14062

Entry 6:
C3H7N5 | ωB97M-V/def2-TZVPD

Output
- Orbital gap: 0.3062 Eh
- Relative energy (zero: lowest compared OMol25 entry of this formula, charge and spin): 6.1233 eV

Cartesian coordinates (Å):
H 2.10444 2.11108 0.82567
H 2.20258 -0.45477 -0.64508
N 1.14660 2.26039 1.36714
H 1.66628 1.39623 -1.01703
N 1.31004 0.30255 -0.95723
C 0.31954 1.25884 0.98270
H -1.92215 -2.14502 -0.38431
N -0.98291 1.30778 1.44680
N -0.78752 -0.37424 -0.15375
H -0.77075 -1.62591 -1.97972
H 0.23807 -2.77430 -0.62973
C -0.81342 -1.73102 -0.83239
N 0.49777 0.20054 0.22736
H -2.62724 -0.04380 0.98521
C -1.58133 0.31164 0.76437

Entry 7:
C2H8N6 | ωB97M-V/def2-TZVPD

Output
- Orbital gap (spin up / spin down): 0.2197 / 0.2570 Eh
- Expectation value of S²: 2.008
- Multiplicity: 3
- Relative energy (zero: lowest compared OMol25 entry of this formula, charge and spin): 2.9251 eV

Cartesian coordinates (Å):
N 0.64228 1.03028 -0.16037
N 2.83975 -0.04203 -0.18492
N 2.23065 1.12652 -0.01713
N 0.94952 -1.21967 0.18656
H -1.55501 0.13061 -1.32996
H 0.63609 -1.64530 -0.67724
H -2.85721 0.28670 -0.43275
H 0.24365 1.85534 0.40238
H 2.72284 1.82138 -0.54507
H -2.30786 -1.34286 -0.78508
C -1.15051 -0.14765 0.79241
H -1.49338 -1.08218 1.45298
N 0.34035 -0.06844 0.68443
C -1.98702 -0.25337 -0.52144
H -1.54460 0.68163 1.23074
N 2.29045 -1.13097 -0.09556

Entry 8:
CH13N2O4 | ωB97M-V/def2-TZVPD

Output
- Orbital gap: 0.3997 Eh
- Net charge: +1
- Relative energy (zero: lowest compared OMol25 entry of this formula, charge and spin): 1.8953 eV

Cartesian coordinates (Å):
H 0.98368 1.65229 1.19551
H 0.36118 -0.28066 -1.85519
N -1.37330 0.13334 -0.25104
H -0.31757 -1.00635 1.03965
O -3.97169 1.06465 2.72274
N 0.69840 -0.58672 -0.91913
H -2.00541 0.51960 0.47214
H 2.12044 0.74130 1.22332
O 1.52052 1.13300 0.62781
C -0.26172 -0.57230 0.01918
H -1.49956 0.63031 -1.19565
H -3.68917 1.85949 3.22741
O 4.96285 -3.07679 0.67606
H -4.82785 0.92291 2.98210
O -1.73034 1.12459 -3.03844
H 5.83328 -3.30976 0.45982
H -1.44136 0.45204 -3.59766
H -1.88759 2.05452 -3.44658
H 1.46592 -1.29783 -0.82491
H 5.05930 -2.15763 0.48288